80
Properties=species:S:1:pos:R:3:forces:R:3 method="wB97M-V/def2-TZVPD" relative_energy_kj_mol=157.5 multiplicity=1 homo_energy_ha=-0.3003 energy_ev=-176864.26664 fmax_ha_per_bohr=0.0316 orbital_gap_ev=8.32 charge=0
K 0.133948 0.179509 0.221780 1.360 -0.433 -0.216
I -4.239229 -1.764525 5.929343 -0.148 -0.116 0.365
C -3.538802 -1.126373 4.097290 0.163 0.114 -0.410
C -3.217458 -2.049258 3.120540 0.008 0.015 -0.048
C -2.743771 -1.611435 1.887289 -0.131 0.258 0.288
I -2.106650 -3.065833 0.558507 0.112 -0.161 -0.212
C -2.603825 -0.246093 1.582608 0.032 0.122 -0.169
O -2.121949 0.141681 0.391257 -1.596 0.200 0.232
C -2.863192 0.672481 2.628481 0.051 -0.057 -0.055
C -2.514535 2.133436 2.468355 0.025 0.119 -0.003
N -1.082288 2.395693 2.345125 -0.170 0.108 0.100
C -0.356194 2.399554 3.593058 -0.207 -0.259 0.102
C 1.127595 2.582824 3.420954 0.033 -0.026 0.070
C 1.972841 1.977944 4.352926 0.052 0.117 -0.068
C 3.335555 2.176299 4.258609 0.005 -0.025 -0.005
C 3.816350 2.949164 3.209948 -0.006 0.020 -0.013
C 2.902028 3.480447 2.317749 -0.008 0.056 -0.061
N 1.579023 3.319271 2.409587 0.172 -0.149 0.035
C -3.339821 0.224471 3.850289 0.018 0.013 0.022
H -3.322973 -3.108777 3.306842 0.010 -0.002 0.011
H -2.870514 2.676584 3.347410 -0.018 -0.005 -0.038
H -3.027787 2.568922 1.612368 0.020 -0.058 -0.099
H -0.678583 1.762610 1.672836 -0.001 0.287 0.212
H -0.484953 1.488597 4.205395 -0.142 0.021 -0.112
H -0.754569 3.225884 4.193552 0.091 0.021 0.021
H 1.541230 1.359132 5.127840 0.042 -0.006 0.062
H 4.012108 1.731003 4.977928 -0.005 0.001 -0.012
H 4.872195 3.138440 3.074075 0.017 -0.022 0.035
H 3.255637 4.078433 1.484240 -0.059 0.017 -0.025
H -3.541754 0.952644 4.626530 -0.004 -0.014 0.011
C 1.093188 2.979204 -3.132907 -0.028 0.072 0.118
C 1.530024 2.356568 -1.946549 -0.105 0.095 -0.173
N 1.088621 1.118175 -1.861715 0.301 0.137 -0.786
N 0.341272 0.902728 -2.984108 0.119 -0.021 0.464
C 0.340783 2.021961 -3.754288 -0.195 -0.201 -0.091
B -0.110831 -0.502550 -3.417340 0.022 0.004 -0.076
N 0.808238 -1.619893 -2.851215 -0.108 0.153 0.314
C 1.467284 -2.601305 -3.508419 -0.107 0.107 -0.065
C 1.975288 -3.477671 -2.579598 0.016 -0.002 -0.026
C 1.557779 -2.945357 -1.350776 -0.030 0.028 0.136
N 0.855364 -1.836160 -1.512908 -0.016 -0.021 -0.316
N -1.593132 -0.927807 -3.001814 -0.239 0.220 0.351
C -2.080689 -2.076776 -3.470466 0.300 -0.034 -0.239
C -3.311658 -2.354126 -2.920029 -0.011 0.018 0.047
C -3.527795 -1.309121 -2.050127 -0.003 0.173 0.112
N -2.496079 -0.449787 -2.082360 0.357 -0.962 -0.837
N -0.035786 -0.533769 -4.948637 -0.057 -0.061 -0.072
C 1.098097 -0.275772 -5.642247 0.032 0.042 -0.080
C 0.797217 -0.302039 -6.981030 -0.038 -0.011 0.118
C -0.582868 -0.585387 -7.006962 -0.052 -0.028 -0.043
N -1.081332 -0.724225 -5.791281 0.146 0.060 0.101
H 1.275061 3.983977 -3.470358 0.024 0.009 0.009
H 2.107055 2.775751 -1.135073 0.065 -0.017 -0.046
H -0.194882 2.028134 -4.689171 0.012 0.100 -0.002
H 1.511642 -2.606268 -4.583797 0.041 -0.047 -0.017
H 2.554381 -4.364607 -2.765991 0.009 -0.005 0.010
H 1.725324 -3.322271 -0.351864 0.028 -0.041 -0.033
H -1.484986 -2.625412 -4.178736 -0.112 -0.091 -0.021
H -3.944779 -3.202174 -3.102195 -0.014 -0.006 -0.004
H -4.358053 -1.116007 -1.392619 -0.038 -0.019 -0.004
H 2.020678 -0.072217 -5.122585 0.036 0.005 -0.043
H 1.466581 -0.134406 -7.806081 -0.010 -0.004 -0.024
H -1.235828 -0.691061 -7.859284 0.021 -0.002 -0.003
Cl -1.464456 2.780172 -0.712024 0.207 0.164 -0.054
Ge -2.802662 1.229453 -1.253544 -0.298 0.054 0.643
Cl -4.717619 1.265596 -0.294769 -0.370 0.113 -0.004
Cl -3.406800 2.108698 -3.177657 0.016 0.071 -0.085
C 2.182280 -2.110140 3.569359 0.062 -0.157 0.076
C 3.324167 -1.740947 2.612621 0.131 0.026 -0.051
C 2.757195 -0.571409 1.786895 -0.250 -0.080 0.208
O 1.384217 -0.423150 2.214121 0.361 -0.273 0.399
C 0.965608 -1.674895 2.784108 0.137 0.308 -0.141
H 2.248136 -1.535005 4.494156 -0.012 0.017 -0.012
H 2.171378 -3.169240 3.824471 0.001 0.003 -0.010
H 3.570945 -2.581196 1.962661 -0.034 -0.009 0.005
H 4.235304 -1.462427 3.140202 -0.019 0.013 0.013
H 2.796773 -0.773089 0.707683 -0.053 -0.040 0.089
H 3.251952 0.379127 1.976748 0.011 0.022 0.055
H 0.728583 -2.387314 1.983549 -0.013 -0.043 0.009
H 0.060172 -1.487306 3.361275 0.045 0.006 0.065